No. 1
Below is a 13-piece molecular cluster, C35H44N13O3PS overall, with properties calculated with ωB97M-V/def2-TZVPD.

```
97
Properties=species:S:1:pos:R:3:forces:R:3
O 1.466570 -4.276531 -0.003923 0.010 8.398 -0.326
C 1.458301 -2.935916 -0.074677 -0.227 -4.354 0.528
C 0.050309 -2.032995 -0.077409 1.194 2.630 -2.307
C -0.004402 -0.832611 -0.950723 0.027 -1.693 1.449
C -1.313794 0.207360 -1.054719 -0.869 -0.293 0.328
C -2.633864 -0.294314 -0.250590 -1.093 4.402 -1.989
C -3.938015 0.753718 -0.294346 5.782 0.840 -2.630
C -3.573886 2.114932 -1.179808 1.039 -1.620 0.260
C -2.173595 2.406688 -1.954268 -1.153 -3.957 2.866
N -1.053840 1.425721 -1.869853 -4.880 -0.675 2.619
C 1.370520 -0.508846 -1.846451 0.060 1.746 -4.050
O 1.359541 -0.037675 -3.095833 0.177 -3.046 7.934
C 2.804226 -0.804279 -1.039249 -1.083 -3.884 1.243
P 4.245516 0.447593 -1.277088 -0.605 1.057 0.351
S 3.821962 2.033664 -0.174058 0.058 -0.746 -0.127
C 2.853102 -2.016274 -0.155291 -0.199 3.374 -2.085
O 4.074920 -2.310564 0.612916 -3.123 1.852 -0.240
H -0.838256 -2.336207 0.619787 2.029 0.386 -1.611
H -2.738105 -1.309207 0.343473 0.494 2.374 -1.511
H -4.951165 0.564718 0.257591 2.175 0.624 -1.288
H -4.419214 2.944939 -1.264873 1.988 -2.027 0.247
H -2.015236 3.399654 -2.573595 -0.357 -2.462 1.542
H 5.541105 -0.100352 -0.893840 -1.226 -0.214 -0.710
H 4.323726 0.924039 -2.657792 -0.031 -1.321 0.901
H 4.086368 -1.587814 1.335789 -0.002 -1.579 -1.600
C 5.652379 4.375508 -3.715067 0.691 -0.971 0.395
C 6.501903 3.214269 -3.224909 4.627 -6.312 2.704
N 7.206572 2.250929 -2.818253 -5.626 7.666 -3.168
H 6.241677 5.014601 -4.378501 -0.012 -0.197 0.121
H 4.784786 3.997594 -4.262850 0.148 0.019 0.143
H 5.305692 4.968903 -2.864601 0.064 -0.214 -0.086
C 8.369356 -1.907544 -1.791109 -0.662 0.414 -0.934
C 7.450791 -1.370166 -2.876413 -5.042 2.855 -5.936
N 6.688729 -0.924417 -3.776702 5.978 -3.596 7.217
H 9.389454 -1.549161 -1.954874 -0.231 0.068 -0.067
H 8.025857 -1.568024 -0.810122 -0.033 0.014 -0.212
H 8.368823 -3.000820 -1.809799 -0.198 0.197 -0.134
C 0.468831 2.116435 2.324118 -1.303 0.223 -0.104
C -1.021329 2.414754 2.294959 -8.116 1.577 -0.146
N -2.257487 2.662304 2.270772 9.812 -1.982 0.204
H 0.633354 1.035729 2.294735 -0.157 0.130 -0.027
H 0.957761 2.574658 1.460068 -0.128 -0.054 0.171
H 0.911879 2.519232 3.239031 -0.157 0.010 -0.185
C 3.634092 -5.066332 -2.863581 1.225 0.240 0.063
C 5.109199 -4.737454 -2.701342 8.065 1.802 0.915
N 6.332867 -4.464588 -2.566693 -9.805 -2.171 -1.047
H 3.490854 -5.720556 -3.728064 0.153 0.117 0.103
H 3.264503 -5.573468 -1.968138 0.195 0.143 -0.060
H 3.061494 -4.147048 -3.014081 0.187 -0.065 0.039
C 3.474329 -2.105141 -5.864346 -0.476 -1.116 -0.272
C 2.828122 -3.437146 -6.208728 -3.533 -7.247 -1.889
N 2.292075 -4.542148 -6.494343 4.265 8.796 2.330
H 3.368019 -1.411313 -6.702890 -0.048 -0.204 0.101
H 2.992801 -1.674131 -4.982324 -0.012 -0.110 -0.128
H 4.537664 -2.249771 -5.654574 -0.152 -0.059 -0.018
C -8.402840 -0.331484 1.731883 0.654 0.854 -0.550
C -7.681611 0.819255 1.049204 3.897 6.230 -3.639
N -7.083338 1.773908 0.482937 -4.763 -7.629 4.448
H -8.218038 -1.262228 1.188356 -0.004 0.229 -0.057
H -8.042291 -0.440970 2.758342 -0.037 0.219 -0.200
H -9.478872 -0.138131 1.751164 0.211 0.052 -0.051
C -11.475328 1.539362 4.152281 0.723 -0.951 0.383
C -10.625804 0.378124 4.642439 4.649 -6.390 2.722
N -9.921135 -0.585217 5.049095 -5.702 7.693 -3.268
H -10.886030 2.178455 3.488847 0.024 -0.170 0.141
H -12.342921 1.161448 3.604498 0.178 -0.047 0.126
H -11.822014 2.132757 5.002747 0.122 -0.177 -0.082
C 1.161270 -8.210551 -1.953417 0.929 -0.144 -0.831
C 2.295547 -8.372869 -2.952161 6.200 -0.935 -5.478
N 3.236468 -8.507459 -3.780717 -7.535 1.097 6.662
H 1.226152 -8.987019 -1.186120 0.092 0.102 -0.187
H 1.224260 -7.229914 -1.473848 0.065 -0.114 -0.116
H 0.198779 -8.295432 -2.465284 0.230 0.009 -0.018
C -6.390359 1.166885 6.984149 -0.364 0.095 -1.253
C -6.827533 1.171216 5.528374 -2.417 0.012 -7.991
N -7.190134 1.174765 4.320707 2.962 0.012 9.750
H -7.086974 1.758745 7.584386 0.037 -0.103 -0.208
H -6.373573 0.142180 7.365331 -0.080 0.120 -0.172
H -5.388951 1.596665 7.073998 -0.213 -0.039 -0.132
C -2.915912 -1.066495 7.161137 -0.066 1.223 0.228
C -2.993288 0.419233 7.472658 -0.326 8.121 1.717
N -3.057461 1.651715 7.731158 0.523 -9.902 -2.047
H -3.095225 -1.233815 6.095441 0.018 0.161 0.163
H -1.925497 -1.450654 7.420178 -0.147 0.178 -0.003
H -3.670140 -1.608262 7.738399 0.103 0.186 -0.043
C 4.953737 5.291149 3.179836 -0.925 -0.549 -0.650
C 3.817020 4.639430 2.409410 -6.259 -3.551 -4.213
N 2.874030 4.098860 1.770266 7.584 4.573 5.287
H 5.479093 4.539765 3.775889 -0.162 0.049 -0.159
H 5.660368 5.751169 2.483663 -0.191 -0.129 0.027
H 4.558227 6.061936 3.846966 -0.046 -0.160 -0.159
C -0.457663 5.008301 -4.784055 1.209 0.288 0.113
C 1.017443 5.337179 -4.621816 8.137 1.789 0.917
N 2.241112 5.610045 -4.487166 -9.817 -2.208 -1.099
H -0.600902 4.354078 -5.648537 0.145 0.104 0.151
H -0.827252 4.501165 -3.888611 0.257 0.111 -0.152
H -1.030261 5.927585 -4.934554 0.205 -0.092 0.035
```
Forces are in eV/Å.

The HOMO energy comes out at -8.485 eV. As for the total charge: 0. The LUMO energy is -0.070 Ha.

=====

No. 2
Below is C35H44N4P2RuSSi2 as an isolated structure, with properties calculated with ωB97M-V/def2-TZVPD.

```
89
Properties=species:S:1:pos:R:3:forces:R:3
Ru 0.152748 -1.111955 0.037538 0.003 -0.003 -0.011
C 2.600206 -2.275921 -2.166598 -0.092 -0.008 -0.057
Si 3.382929 -1.438555 -0.666383 0.116 0.032 0.161
C 4.780007 -0.316496 -1.173956 -0.015 -0.043 -0.034
C 4.014692 -2.686530 0.561372 -0.073 0.079 -0.008
N 2.083848 -0.480302 0.098333 0.110 -0.085 -0.128
P 1.714604 1.111368 0.015344 -0.077 0.118 -0.105
C 0.033878 0.863064 -0.359968 -0.014 -0.222 0.166
P -1.625856 0.915719 0.148241 0.032 0.141 -0.143
N -1.835261 -0.711967 0.027207 -0.118 -0.048 0.312
Si -3.354673 -1.645150 0.265699 -0.008 0.153 -0.138
C -4.179219 -1.059625 1.831675 -0.018 -0.095 -0.012
C -2.979601 -3.464631 0.386615 -0.012 0.025 0.011
C -4.399621 -1.331312 -1.245819 0.038 -0.033 0.034
C -1.711887 1.479801 1.843640 -0.054 0.000 0.062
C -1.179932 0.662207 2.842487 0.029 -0.067 0.043
C -1.110407 1.110555 4.149093 -0.014 0.012 -0.001
C -1.588015 2.375711 4.470642 -0.017 0.010 -0.025
C -2.125099 3.191123 3.484963 0.007 -0.019 0.033
C -2.180203 2.751212 2.171108 0.004 0.073 -0.043
C -2.653061 1.959650 -0.857712 0.004 -0.051 -0.088
C -3.978608 2.223157 -0.505477 -0.054 -0.029 0.081
C -4.765863 3.007241 -1.328122 -0.007 0.020 -0.045
C -4.234004 3.535717 -2.500145 -0.010 -0.005 0.022
C -2.916378 3.282541 -2.850673 0.007 -0.010 0.013
C -2.124401 2.490785 -2.032693 0.026 0.002 -0.048
C 1.945340 1.927500 1.579313 0.073 0.026 0.019
C 1.279823 3.127227 1.827987 0.006 0.068 -0.024
C 1.481059 3.784619 3.028676 0.017 -0.024 -0.007
C 2.351520 3.249877 3.972563 -0.008 0.014 -0.005
C 3.016106 2.057896 3.723459 -0.014 0.012 0.024
C 2.811840 1.388490 2.525861 -0.036 -0.073 0.041
C 2.550076 2.028151 -1.258497 -0.039 0.031 -0.022
C 3.546696 2.950078 -0.950234 0.019 0.036 0.038
C 4.221281 3.598796 -1.973794 -0.003 -0.010 -0.014
C 3.898466 3.330752 -3.296083 0.004 0.001 0.009
C 2.897907 2.415328 -3.607355 0.026 0.025 -0.010
C 2.224564 1.763819 -2.591195 -0.053 -0.043 -0.027
H 2.754195 -3.356599 -2.151121 0.001 -0.019 0.016
H 3.034292 -1.900876 -3.095428 0.039 0.006 -0.003
H 1.519821 -2.084021 -2.252601 0.047 0.016 0.059
H 5.654121 -0.938159 -1.382692 0.016 -0.017 -0.022
H 5.062879 0.368946 -0.372575 0.004 -0.011 0.036
H 4.568774 0.273647 -2.066147 -0.007 -0.010 0.009
H 4.601610 -3.453057 0.051190 0.024 0.000 -0.028
H 3.213277 -3.181586 1.107974 -0.018 -0.027 -0.013
H 4.671797 -2.207511 1.289452 0.006 0.027 0.014
H -3.540418 -1.199523 2.705436 0.016 -0.012 0.003
H -5.080684 -1.658861 1.985317 -0.019 0.021 0.021
H -4.489865 -0.013822 1.812679 0.029 0.010 -0.043
H -2.389786 -3.706875 1.269199 -0.012 0.002 0.035
H -2.471482 -3.851148 -0.499147 -0.017 0.033 -0.014
H -3.933586 -3.990863 0.465729 -0.039 -0.004 -0.011
H -4.735894 -0.298156 -1.322821 0.005 0.054 0.011
H -5.289566 -1.963564 -1.228237 -0.017 -0.022 0.023
H -3.846285 -1.567063 -2.157312 0.011 -0.016 -0.001
H -0.833398 -0.342542 2.612967 -0.010 0.028 -0.030
H -0.696568 0.473254 4.918660 0.000 -0.006 0.005
H -1.546852 2.722938 5.494269 0.005 0.002 0.010
H -2.502245 4.172763 3.737318 -0.003 0.010 0.005
H -2.583618 3.404703 1.407947 0.014 -0.028 0.007
H -4.395570 1.826381 0.413621 0.018 -0.004 -0.029
H -5.792158 3.212598 -1.056423 -0.005 0.003 0.000
H -4.851256 4.152536 -3.139270 -0.007 0.001 0.000
H -2.505160 3.701148 -3.758871 0.000 0.002 -0.003
H -1.093624 2.294010 -2.305358 -0.002 -0.012 0.017
H 0.609383 3.548479 1.086119 0.017 -0.003 0.003
H 0.965903 4.714227 3.228393 -0.002 0.008 0.004
H 2.513323 3.768762 4.907931 0.000 0.005 0.006
H 3.691193 1.649360 4.462830 0.008 -0.009 -0.002
H 3.311562 0.445935 2.337360 0.000 0.007 -0.035
H 3.799279 3.162611 0.081214 -0.013 -0.008 0.005
H 4.997027 4.314062 -1.738451 0.005 0.008 0.002
H 4.425140 3.840815 -4.091431 0.004 -0.001 -0.004
H 2.648571 2.216871 -4.640732 -0.008 -0.007 -0.005
H 1.447066 1.046253 -2.833259 -0.004 -0.002 0.020
C -0.186972 -6.242576 1.969890 0.007 -0.003 0.009
N -0.136423 -5.871243 0.560388 -0.007 0.114 -0.169
C -0.329416 -6.729843 -0.505225 0.024 -0.044 -0.045
C -0.211012 -6.004968 -1.636219 -0.024 -0.065 -0.010
N 0.047529 -4.708208 -1.240633 -0.002 -0.022 -0.005
C 0.089324 -4.632209 0.098303 0.014 0.031 0.134
S 0.371408 -3.274095 1.113230 0.092 -0.029 -0.139
H -0.301944 -7.320346 2.029771 -0.005 0.004 0.023
H -1.033059 -5.754135 2.448740 0.014 -0.004 0.027
H 0.737815 -5.945384 2.458556 -0.018 -0.002 0.026
H -0.524006 -7.776560 -0.356751 -0.006 -0.014 -0.025
H -0.279029 -6.289036 -2.670206 -0.013 -0.017 -0.002
H 0.203482 -3.927410 -1.856784 0.049 0.013 0.036
```
Forces are in eV/Å.

The HOMO energy (alpha / beta) comes out at -13.574 / -13.821 eV. As for the total charge: +2. Its energy relative to the best compared isomer or geometry (same formula, charge and spin) is 0.229 eV. The LUMO energy (alpha / beta) is -0.185 / -0.262 Ha. The multiplicity is 5. Its expectation value of S² is 6.02.

=====

E per entry: -82621.0269, -90709.6630 eV